No. 1
59
Properties=species:S:1:pos:R:3:forces:R:3:mulliken_charge:R:1 method="wB97M-V/def2-TZVPD" charge=0 gap_ha=0.2226 total_energy_ha=-3679.82648 e_homo_ha=-0.24896 multiplicity=1
Be -1.197 1.028 -0.681 0.3203 -0.3065 0.2122 -0.594
C 1.881 1.920 -1.109 -0.0134 0.0204 -0.0163 -1.427
C 1.170 2.684 -0.041 -0.0128 0.0310 -0.0371 0.474
C 1.787 3.699 0.689 -0.0473 0.0458 -0.0324 -0.558
C 1.093 4.343 1.695 -0.0087 -0.0126 -0.0162 -0.789
C -0.213 3.961 1.969 0.0106 -0.0395 -0.0108 -0.860
C -0.760 2.950 1.204 0.1159 0.1135 0.0291 0.822
N -0.088 2.335 0.224 0.0646 0.1673 0.0469 0.788
C -2.113 2.395 1.389 -0.1358 -0.0379 0.0228 0.455
C -3.023 2.717 2.383 0.0218 -0.0112 -0.0357 -0.771
C -4.220 2.018 2.426 -0.0114 0.0077 0.0118 -0.762
C -4.479 1.011 1.509 0.0319 -0.0046 -0.0338 -0.714
C -3.521 0.745 0.543 -0.0177 0.1244 0.1180 0.455
N -2.394 1.451 0.493 -0.1446 0.0742 0.0833 0.393
C -3.555 -0.315 -0.482 -0.0505 -0.1270 -0.0933 0.669
C -4.589 -1.214 -0.655 0.0198 0.0077 -0.0085 -0.815
C -4.439 -2.188 -1.631 0.0003 0.0193 0.0076 -0.715
C -3.280 -2.218 -2.384 0.0044 0.0072 -0.0064 -0.902
C -2.282 -1.273 -2.159 0.0179 -0.0129 0.0166 1.164
C -1.004 -1.255 -2.930 -0.0008 -0.0197 -0.0076 -1.550
N -2.435 -0.347 -1.213 -0.1735 -0.0722 -0.0908 0.612
H 2.907 2.266 -1.222 0.0178 -0.0122 0.0159 0.322
H 1.358 2.025 -2.059 0.0060 0.0206 -0.0126 0.506
H 1.885 0.859 -0.845 -0.0015 0.0029 -0.0378 0.129
H 2.808 3.968 0.460 0.0110 -0.0008 0.0026 0.500
H 1.564 5.131 2.267 0.0005 0.0062 0.0024 0.435
H -0.782 4.438 2.754 0.0000 0.0063 0.0118 0.418
H -2.802 3.480 3.115 0.0099 0.0068 0.0011 0.413
H -4.948 2.247 3.193 0.0010 -0.0023 0.0022 0.440
H -5.395 0.442 1.556 -0.0069 -0.0104 -0.0071 0.420
H -5.480 -1.164 -0.046 -0.0077 -0.0073 0.0060 0.406
H -5.220 -2.917 -1.800 -0.0039 -0.0038 0.0011 0.430
H -3.134 -2.969 -3.147 -0.0014 -0.0029 -0.0029 0.439
H -0.914 -2.137 -3.560 0.0017 -0.0135 0.0046 0.424
H -0.167 -1.219 -2.227 0.0065 0.0158 -0.0104 0.097
H -0.954 -0.359 -3.550 0.0041 0.0004 -0.0090 0.409
N -1.143 2.410 -3.273 -0.0135 0.0237 -0.0209 -0.759
C -1.164 1.867 -2.254 0.0316 -0.0386 -0.0248 0.034
C 5.483 -3.133 -0.011 0.0157 -0.0089 -0.0021 -1.503
C 4.108 -2.564 0.208 -0.0251 0.0204 0.0021 0.725
C 2.970 -3.233 -0.214 0.0185 -0.0012 0.0279 -0.819
C 1.691 -2.721 -0.017 -0.0338 -0.0206 0.0197 0.689
C 0.529 -3.560 -0.486 0.0236 0.0006 -0.0118 -1.772
C 1.529 -1.476 0.615 0.0361 0.0650 -0.0813 0.249
Se -0.234 -0.748 0.886 -0.1661 0.0580 -0.1089 -0.094
C 2.673 -0.805 1.083 -0.0088 0.0079 0.0297 0.845
C 2.613 0.494 1.846 0.0497 -0.0182 0.0162 -1.702
C 3.931 -1.355 0.866 0.0151 -0.0199 -0.0189 -0.843
H 5.437 -4.063 -0.577 0.0018 -0.0015 -0.0004 0.347
H 5.979 -3.343 0.939 0.0003 0.0002 -0.0006 0.328
H 6.116 -2.435 -0.561 0.0039 0.0020 -0.0029 0.332
H 3.074 -4.195 -0.705 0.0047 -0.0050 -0.0060 0.326
H 0.767 -4.620 -0.380 0.0074 -0.0003 -0.0110 0.512
H 0.315 -3.380 -1.542 -0.0272 0.0149 -0.0078 0.198
H -0.374 -3.336 0.077 -0.0066 -0.0072 0.0062 0.350
H 1.586 0.790 2.046 0.0104 -0.0026 0.0066 0.147
H 3.107 1.294 1.289 0.0202 -0.0481 0.0421 0.268
H 3.139 0.395 2.798 -0.0013 -0.0059 0.0147 0.577
H 4.802 -0.819 1.234 0.0155 0.0054 0.0048 0.403

***

No. 2
66
Properties=species:S:1:pos:R:3:forces:R:3:lowdin_spin:R:1 method="wB97M-V/def2-TZVPD" charge=-1 s2=6.032 gap_ha="0.1652 / 0.2084" total_energy_ha=-4458.48991 e_homo_ha="-0.06929 / -0.17319" multiplicity=5
C 4.229 -0.217 0.255 1.6737 0.8381 1.3839 0.132
C 3.257 0.840 0.380 0.9460 1.0391 1.9739 0.135
C 2.208 0.342 1.268 1.6030 1.6110 3.2470 0.107
H 3.241 1.793 -0.147 0.1395 -0.3887 0.2628 0.010
C 2.549 -1.001 1.683 0.0612 0.7309 2.0491 0.087
C 3.789 -1.338 1.038 1.8264 0.3761 1.8932 0.156
H 4.337 -2.266 1.184 -0.2505 0.1480 -0.3074 0.020
H 5.137 -0.137 -0.335 -0.3465 -0.2709 0.0586 0.010
H 1.357 0.892 1.614 0.0751 -0.0595 -0.0655 0.005
H 1.950 -1.598 2.378 0.4374 0.1823 -0.3458 0.014
Rh 2.342 -0.797 -0.323 -4.4443 -4.4122 -8.9536 1.800
Br 3.342 -1.503 -2.615 -0.0953 -0.3405 -0.4925 0.183
C 4.449 -4.686 -4.273 1.2939 -1.9082 2.6843 0.174
C 5.161 -5.274 -3.164 -1.8519 0.9870 -2.5145 0.111
C 6.382 -4.526 -2.972 -0.2625 1.4801 -1.7224 0.332
H 4.843 -6.138 -2.587 0.0224 0.2632 -0.1212 0.001
C 6.422 -3.477 -3.963 -1.0491 -1.0167 -0.0676 -0.003
C 5.228 -3.577 -4.767 2.0963 0.2194 1.3961 0.342
H 4.964 -2.932 -5.599 0.0339 -0.0958 0.2439 0.016
H 3.498 -5.023 -4.675 0.2024 0.1205 0.1855 0.005
H 7.145 -4.728 -2.226 -0.1873 0.0849 -0.1379 0.019
H 7.217 -2.749 -4.093 -0.2671 -0.1528 0.0955 -0.007
C -2.948 -2.397 0.847 0.1000 -0.2690 0.2232 0.000
C -2.925 -1.279 -0.196 0.6426 0.0483 0.1225 0.000
C -2.980 -1.863 -1.603 0.1615 -0.1146 -0.3902 0.000
C -4.112 -0.334 0.028 -0.2288 0.1220 -0.0049 0.000
O -1.616 -0.669 -0.083 -1.6414 -0.7899 -0.1290 0.010
Si -0.915 0.787 0.121 -0.6943 -0.5954 1.0936 0.049
S 0.691 0.748 -1.119 -0.2963 0.8933 -0.9128 0.254
O -2.038 1.918 -0.185 -0.4895 1.3609 -0.5166 0.012
C -2.167 3.227 -0.785 0.0302 -0.7418 0.1959 0.001
C -1.067 3.514 -1.800 0.1017 0.1171 -0.2256 0.009
C -3.531 3.190 -1.457 -0.3344 -0.0211 -0.1612 0.000
C -2.142 4.276 0.318 -0.0607 0.2524 0.2711 0.000
O -0.684 0.872 1.760 0.0032 0.3991 1.0402 0.003
C -1.061 1.168 3.134 0.3152 -0.1302 -0.8329 0.000
C 0.252 1.349 3.886 0.2924 -0.0115 0.0160 0.002
C -1.885 2.445 3.242 -0.2471 0.3168 -0.0358 0.000
C -1.840 -0.003 3.722 -0.1458 -0.3775 0.0363 0.000
H -3.859 -3.013 0.772 0.2227 0.2149 -0.0155 0.000
H -2.886 -1.981 1.865 -0.0654 -0.0812 -0.3499 0.000
H -2.070 -3.047 0.707 -0.2677 0.1882 -0.0076 0.000
H -3.895 -2.450 -1.778 0.1754 0.1670 0.1014 0.000
H -2.927 -1.055 -2.350 -0.0500 -0.2172 0.2475 0.000
H -2.105 -2.511 -1.764 -0.2860 0.1853 0.0664 0.000
H -4.077 0.118 1.029 0.0715 -0.0256 -0.2293 0.000
H -4.128 0.470 -0.721 0.0704 -0.2085 0.2644 0.000
H -5.073 -0.890 -0.049 0.6166 0.1550 0.0086 0.000
H -1.047 2.740 -2.577 0.0466 0.1630 0.1909 0.005
H -1.250 4.491 -2.281 0.0116 -0.3018 0.1896 0.000
H -0.079 3.536 -1.321 -0.2838 -0.0433 -0.1506 0.002
H -4.313 2.951 -0.719 0.2543 0.1142 -0.1871 0.000
H -3.764 4.154 -1.922 -0.0127 -0.0974 0.0275 0.000
H -3.554 2.407 -2.232 0.0715 0.2569 0.2078 0.000
H -2.915 4.063 1.071 0.2016 0.0512 -0.2318 0.000
H -1.165 4.290 0.824 -0.2610 -0.0211 -0.2058 0.000
H -2.334 5.278 -0.099 0.0864 -0.2834 0.0888 0.000
H 0.824 2.175 3.439 -0.1124 -0.2324 0.1349 0.001
H 0.080 1.579 4.944 -0.0496 -0.0441 -0.1222 0.000
H 0.855 0.434 3.813 -0.1111 0.2622 0.0463 0.001
H -2.834 2.354 2.695 0.2714 0.0005 0.0512 0.000
H -2.127 2.669 4.299 0.1709 -0.2005 -0.4105 0.000
H -1.326 3.299 2.837 -0.1646 -0.2493 0.0916 0.000
H -2.809 -0.129 3.216 0.2752 0.0613 0.0909 0.000
H -1.267 -0.935 3.612 -0.1533 0.2618 -0.0178 0.000
H -2.037 0.154 4.799 0.1061 0.0301 -0.4148 0.000